Entry 1:
DFT (wB97M-V/def2-TZVPD) results for a cluster of 3 separate species, C3H11NO3 in total in a non-equilibrium geometry.

The gap between HOMO and LUMO (spin up / spin down) is 0.3751 / 0.2122 Eh. As for the spin multiplicity: 2. As for the total charge: +1.

Cartesian coordinates (Å):
1 O 1.6791 -0.8666 2.2750
2 O -1.5842 -0.2700 1.5680
3 O 2.1196 3.1903 0.8645
4 N -0.3303 -1.0195 -1.6256
5 C -0.3142 -0.5329 -2.9868
6 C -1.0315 -0.0623 0.5430
7 C -1.4297 -0.8402 -0.7675
8 H 0.7281 -0.3972 -3.2827
9 H 0.8355 -1.1925 2.6185
10 H 1.4322 0.0185 1.9815
11 H 2.5582 2.6668 0.1831
12 H -0.3193 0.7513 0.3988
13 H -0.9068 0.3310 -3.0932
14 H 0.0654 -1.9547 -1.5390
15 H 1.4024 2.6313 1.1797
16 H -0.6806 -1.3383 -3.6388
17 H -1.8265 -1.7714 -0.3839
18 H -2.3019 -0.3492 -1.2135

***

Entry 2:
DFT (wB97M-V/def2-TZVPD) results for a cluster of 15 separate species, C16H51N14O30P3 in total in a non-equilibrium geometry.

The gap between HOMO and LUMO is 0.2696 Eh.

Cartesian coordinates (Å):
1 P 3.2289 -1.2990 0.0638
2 P -0.1486 0.3207 -0.2284
3 P 2.0453 0.5192 -0.3467
4 O 1.0212 -7.9955 -1.4013
5 O -2.5621 2.6489 -2.9455
6 O -6.1641 2.7323 4.7353
7 O 5.1396 3.9283 5.3879
8 O -6.7308 2.8238 0.2647
9 O -1.6431 -0.2574 -7.8288
10 O -4.0373 -1.5729 -1.1424
11 O 5.7265 1.9287 5.9109
12 O 4.7104 0.3058 3.2740
13 O 5.5373 3.0956 0.2318
14 O -4.9598 3.9844 -0.0963
15 O 2.6766 0.0424 2.6287
16 O 4.3231 7.7574 1.9399
17 O 3.4399 -11.3069 0.7183
18 O 2.3870 -10.6270 2.4704
19 O 0.3806 0.0150 -7.1448
20 O 5.3474 1.6344 -1.3352
21 O 3.0716 -2.0712 -1.3984
22 O 4.2465 6.1701 0.4898
23 O -5.9048 4.2670 3.2481
24 O -7.1233 1.0450 -5.0974
25 O 9.7957 -1.1219 3.5076
26 O 8.8160 -0.3977 5.2826
27 O -0.5405 0.5404 1.3707
28 O -6.0086 -2.2232 -1.6956
29 O -3.7686 1.2222 -4.0068
30 O -8.5482 2.5521 -4.5025
31 O -0.2161 -6.3994 -0.6535
32 O -5.9018 -3.6870 -4.3851
33 O -7.5262 -2.3106 -4.0637
34 N 3.5171 0.4729 3.3958
35 N 5.2381 2.7575 -0.8979
36 N 0.8561 -6.8782 -0.9595
37 N -4.8625 -2.4387 -1.3722
38 N -6.1406 3.8794 0.1843
39 N 8.8093 -0.8183 4.1423
40 N 5.8772 3.1278 5.9363
41 N -3.4185 1.7964 -2.9864
42 N 2.4429 -10.9347 1.2975
43 N -5.5756 3.2390 3.8099
44 N -7.4401 2.1823 -4.8204
45 N -0.8194 0.1689 -7.0470
46 N -6.3693 -2.5652 -4.3034
47 N 4.4788 6.6046 1.5980
48 C -1.3094 0.9401 -5.8705
49 C -4.4466 -3.8641 -1.2665
50 C 5.0093 5.6682 2.6281
51 C -4.3533 2.5448 3.3136
52 C 7.4784 -0.9566 3.4884
53 C -6.9107 5.1143 0.4757
54 C 4.6896 3.8065 -1.8012
55 C -0.3968 -1.4638 -0.5712
56 C 7.0455 3.6757 6.6770
57 C -6.3510 3.1964 -4.8120
58 C 3.0732 1.3045 4.5430
59 C 1.1770 -10.8348 0.5198
60 C -5.4430 -1.4160 -4.4988
61 C -4.0900 1.4001 -1.7234
62 C 2.0535 -6.0138 -0.7695
63 C 2.2434 -2.4516 1.0909
64 H -4.4564 -1.8215 -4.6933
65 H -3.3199 1.0181 -1.0589
66 H -4.6108 -4.3166 -2.2406
67 H 7.6426 4.2363 5.9644
68 H 3.5585 -1.5566 -2.0508
69 H 4.3127 5.6758 3.4601
70 H 5.4431 4.5812 -1.9020
71 H 0.8478 -9.8023 0.5728
72 H -5.0871 -4.3293 -0.5235
73 H 4.4594 3.3342 -2.7482
74 H 2.4242 1.4085 0.6596
75 H -7.2681 5.0067 1.4944
76 H 6.8914 -1.6410 4.0923
77 H -6.6150 4.0042 -5.4874
78 H -5.4344 2.7013 -5.1084
79 H 3.8018 4.2094 -1.3237
80 H -4.6571 1.5499 3.0026
81 H 3.5505 2.2722 4.4294
82 H -3.4031 -3.8948 -0.9771
83 H -2.3868 0.9967 -5.9166
84 H -0.5248 -2.0529 0.3371
85 H 1.3784 -11.1305 -0.5022
86 H -5.4667 -0.8306 -3.5860
87 H -4.8173 0.6349 -1.9567
88 H -0.9753 0.4178 -4.9791
89 H 1.9926 1.3839 4.5112
90 H -0.4765 -0.2711 1.8867
91 H 1.9493 -3.3301 0.5171
92 H 5.9741 6.0530 2.9428
93 H 1.3456 -1.9652 1.4618
94 H -6.2886 3.5697 -3.7931
95 H 7.6273 -1.3328 2.4837
96 H 2.0960 -5.7582 0.2849
97 H 7.0189 0.0244 3.4831
98 H -0.8556 1.9253 -5.9196
99 H -3.6583 2.4869 4.1455
100 H 5.0970 4.6845 2.1800
101 H -1.2620 -1.5737 -1.2214
102 H -3.9475 3.1159 2.4869
103 H -4.5588 2.2844 -1.3012
104 H -6.2432 5.9612 0.3757
105 H -7.7431 5.1715 -0.2194
106 H 2.9326 -6.5633 -1.0829
107 H 7.5963 2.8420 7.0952
108 H 1.9054 -5.1220 -1.3724
109 H 6.6569 4.3354 7.4468
110 H 3.4213 0.8242 5.4506
111 H 2.8218 -2.7541 1.9620
112 H 0.4875 -1.8566 -1.0785
113 H 0.4533 -11.4903 0.9944
114 H -5.8022 -0.8234 -5.3308

***

Entry 3:
DFT (wB97M-V/def2-TZVPD) results for a cluster of 5 separate species, C38H79ClFN4O21P2S in total in a non-equilibrium geometry.

The gap between HOMO and LUMO is 0.3431 Eh. As for the total charge: +1.

Cartesian coordinates (Å):
1 Cl 3.2130 6.1540 2.9364
2 S 2.8844 1.3902 4.8045
3 P 2.6760 3.4794 -1.0246
4 P 1.4312 1.0187 3.6308
5 F 2.8019 -1.4693 -2.7319
6 O -10.7409 -4.7764 -1.1071
7 O 4.7281 -5.8085 1.5827
8 O 4.2174 3.7605 -1.1986
9 O -2.2084 7.2756 -4.6929
10 O 0.4606 2.3243 3.5598
11 O 5.1195 -7.2325 3.1576
12 O -11.6364 -3.5096 0.5363
13 O -5.9679 -2.1141 0.5346
14 O -0.2737 6.5491 -4.0638
15 O -8.0266 -1.8841 -0.3712
16 O 0.4829 -0.1161 4.2327
17 O 3.0170 -7.0829 2.3311
18 O 7.4507 1.0712 1.4007
19 O 9.5115 1.8437 -1.2412
20 O 5.4570 0.1088 0.9508
21 O 2.0267 4.4513 -0.1609
22 O 2.0136 3.5949 -2.4709
23 O 2.6130 -1.8165 3.5014
24 O -1.3995 7.9443 -2.6870
25 O -6.2458 -0.6685 -1.0472
26 O -12.9532 -4.7676 -0.6204
27 N -2.2633 2.2683 -1.6914
28 N -3.3004 4.2260 -0.7965
29 N -0.9774 3.9432 -0.7025
30 N 2.2814 1.9153 1.1917
31 C 3.6318 -0.1531 -4.4843
32 C -6.4695 -3.1517 1.3983
33 C 3.9299 3.7027 2.1256
34 C -10.3103 -3.0780 0.8665
35 C 0.8100 6.5744 -3.1325
36 C 2.8884 4.3744 3.0120
37 C -3.3846 8.0787 -4.4925
38 C 4.7048 -8.2829 4.0493
39 C -7.0794 -0.0852 -2.0558
40 C -1.3106 7.3221 -3.7129
41 C 2.5386 -0.5965 1.4474
42 C 4.7516 -0.7722 0.0831
43 C 3.2452 -0.5628 0.0481
44 C 3.6229 0.7624 -2.1497
45 C 3.3630 -2.1576 4.6591
46 C 3.6751 2.2665 1.6498
47 C 9.0073 2.3791 -0.0157
48 C -2.0146 1.2416 -0.6414
49 C -0.8243 0.3760 -1.0448
50 C 3.4170 -1.1606 2.5521
51 C -6.6394 -4.4637 0.6614
52 C 4.1723 -6.7480 2.3624
53 C 2.2109 1.8540 -0.2873
54 C -13.1851 -5.7453 -1.6449
55 C -0.1616 -0.3609 0.1363
56 C 4.5740 -9.6087 3.3306
57 C -2.2754 3.5450 -1.0578
58 C -11.6845 -4.3887 -0.4638
59 C 2.7246 0.5440 -0.9275
60 C 1.6954 0.6550 1.8027
61 C -6.8637 -1.5831 -0.2937
62 C 3.8376 -5.2604 0.6150
63 C 0.1936 0.5407 1.3376
64 C 8.7981 1.2354 0.9894
65 C -3.1132 9.5448 -4.7543
66 C 6.7391 0.3699 0.4397
67 C -12.7837 -7.1345 -1.1955
68 C 3.7668 -0.5118 -3.0151
69 H 2.9118 -1.4757 -0.4335
70 H -13.2820 -7.3904 -0.2596
71 H 1.8713 4.2831 2.6578
72 H 1.8049 -1.3954 1.3967
73 H 2.6244 0.2454 -4.6102
74 H 7.2422 -0.5850 0.2466
75 H -10.4098 -2.2791 1.5981
76 H 1.6480 2.6843 1.4589
77 H 0.4699 6.3407 -2.1244
78 H 3.6000 -6.0027 -0.1454
79 H -2.8859 0.5903 -0.6390
80 H 6.6664 0.9776 -0.4793
81 H 9.4232 1.4147 1.8554
82 H 4.1056 -0.4493 3.0033
83 H 2.9734 4.1378 4.0562
84 H -6.9334 -5.2523 1.3535
85 H -0.5183 4.2537 -1.5522
86 H -5.7274 -3.2615 2.1869
87 H 4.0506 -1.9675 2.1705
88 H -13.0513 -7.8715 -1.9526
89 H -0.4717 0.2920 2.1576
90 H 4.3368 2.1054 0.8102
91 H 5.5003 -9.8516 2.8087
92 H -7.9945 0.3150 -1.6261
93 H -3.1522 2.1062 -2.1437
94 H -12.6726 -5.4566 -2.5624
95 H 3.2110 1.5077 -2.8208
96 H 4.1296 4.3799 1.3081
97 H 1.1510 1.9417 -0.5271
98 H -2.4031 9.9479 -4.0336
99 H -1.9354 1.6706 0.3499
100 H -7.3999 -2.8309 1.8666
101 H -1.0211 4.6883 -0.0174
102 H 5.4821 -8.3484 4.8078
103 H -0.9237 -1.0610 0.4711
104 H 0.4458 0.0427 5.1933
105 H 1.5219 5.8194 -3.4489
106 H 4.9211 -1.7929 0.4304
107 H 2.9253 -4.8934 1.0839
108 H -9.7746 -2.6976 -0.0019
109 H -9.7566 -3.9038 1.3169
110 H 4.3516 -4.4268 0.1397
111 H 1.8491 0.1014 -1.3849
112 H 3.9510 -1.3123 5.0096
113 H -7.4032 -4.3869 -0.1124
114 H 3.7787 -9.5764 2.5872
115 H -0.0781 1.5623 1.0659
116 H 4.7849 2.9759 -1.1737
117 H 4.0703 1.5707 2.3675
118 H 5.2223 -0.7656 -0.8957
119 H 9.1865 0.3295 0.5214
120 H 4.3477 -10.4041 4.0399
121 H 3.7784 -8.0044 4.5511
122 H 2.6626 -2.4171 5.4431
123 H 4.3313 0.6234 -4.7730
124 H 1.1236 3.2035 -2.4269
125 H 8.0914 2.9407 -0.1783
126 H 3.9969 -3.0187 4.4390
127 H -14.2549 -5.7162 -1.8433
128 H 9.7829 3.0240 0.3876
129 H 4.8584 3.6697 2.6900
130 H 4.7579 -0.9480 -2.8988
131 H -11.7102 -7.1957 -1.0218
132 H -2.6844 9.6811 -5.7479
133 H 9.0387 2.2228 -1.9926
134 H -3.7832 7.9162 -3.4913
135 H -6.5126 0.7263 -2.5043
136 H 3.6852 -1.0425 -5.1009
137 H -4.1263 3.7156 -1.1000
138 H -4.0359 10.1201 -4.6845
139 H -7.3121 -0.8227 -2.8219
140 H -1.2183 -0.4190 -1.6729
141 H -0.1052 0.9046 -1.6684
142 H -5.7067 -4.7497 0.1731
143 H 1.2984 7.5474 -3.1478
144 H 0.6237 -0.9966 -0.2556
145 H -4.1198 7.7061 -5.2032
146 H -0.4518 2.0345 3.3816
147 H 4.6383 1.0155 -1.8471

***

Entry 4:
DFT (wB97M-V/def2-TZVPD) results for a cluster of 2 separate species, C2H2N2O in total in a non-equilibrium geometry.

The gap between HOMO and LUMO (spin up / spin down) is 0.2461 / 0.3974 Eh. As for the spin multiplicity: 3.

Cartesian coordinates (Å):
1 O 1.0797 0.3690 -1.2316
2 N 2.0038 1.5607 1.7350
3 N 1.0113 1.1015 1.8685
4 C 0.0870 -0.1579 -0.9335
5 C -1.0848 -0.7454 -0.5909
6 H -1.3746 -0.8711 0.4475
7 H -1.7224 -1.2568 -1.2949

***

Entry 5:
DFT (wB97M-V/def2-TZVPD) results for a cluster of 2 separate species, C2H6N4S in total in a non-equilibrium geometry.

The gap between HOMO and LUMO (spin up / spin down) is 0.2950 / 0.2949 Eh.

Cartesian coordinates (Å):
1 S 0.4798 -1.9166 0.7345
2 N -0.1743 1.6159 1.5247
3 N 0.6536 1.0810 -1.3168
4 N 0.8879 -0.3685 0.3819
5 N 0.5025 -0.0834 -0.8557
6 C -0.1907 -1.0516 -1.4946
7 C -0.4931 -2.0993 -0.6828
8 H -0.8900 -3.0152 -0.7626
9 H -0.8228 2.3392 1.3323
10 H 0.3896 1.8553 2.4145
11 H -0.5107 -0.8813 -2.4412
12 H -0.6149 0.7256 1.8075
13 H 0.7830 1.7989 -0.6418

***

Entry 6:
DFT (wB97M-V/def2-TZVPD) results for a structure of composition C4H6O2.

The gap between HOMO and LUMO is 0.3555 Eh.

Cartesian coordinates (Å):
1 O 1.4759 0.9404 -1.6888
2 O -1.0019 -1.1991 1.2520
3 C -0.4571 -0.0971 -0.9391
4 C 0.8864 0.2690 -0.7678
5 C -0.6239 -0.0168 0.5895
6 C 0.9177 0.2095 0.7313
7 H -1.9069 -1.4081 0.9891
8 H 0.1727 0.8928 -1.8722
9 H -1.2106 0.8445 0.9368
10 H 1.2881 1.0889 1.2633
11 H 1.3682 -0.7072 1.1202
12 H -0.9087 -0.8167 -1.6143

***

Entry 7:
DFT (wB97M-V/def2-TZVPD) results for an isolated molecule of C4H12N2O in a non-equilibrium geometry.

The gap between HOMO and LUMO is 0.3552 Eh. As for the SMILES: NCCCNCO.

Cartesian coordinates (Å):
1 O 1.4441 2.3452 1.9852
2 N -2.0565 0.1646 -0.3882
3 N 0.6944 0.8160 0.3654
4 C -1.4189 -0.8065 -1.3063
5 C 0.9889 -0.3152 -0.4879
6 C 1.5813 1.0031 1.4914
7 C -0.1408 -1.3372 -0.6789
8 H -2.1126 -1.6497 -1.4177
9 H 0.7889 2.7310 1.3938
10 H 1.8414 -0.8970 -0.1024
11 H 1.3496 0.3259 2.3171
12 H -0.4334 -1.6910 0.3198
13 H 2.6233 0.8742 1.2148
14 H -2.5808 -0.4019 0.2869
15 H -2.8087 0.6530 -0.8631
16 H -0.2443 0.8045 0.7464
17 H 0.3039 -2.2308 -1.1178
18 H 1.3535 0.0403 -1.4651
19 H -1.1731 -0.4283 -2.2935

***

Entry 8:
DFT (wB97M-V/def2-TZVPD) results for a cluster of 2 separate species, C2H10N4O2S in total in a non-equilibrium geometry.

The gap between HOMO and LUMO is 0.3668 Eh.

Cartesian coordinates (Å):
1 S 0.0964 -0.2491 -0.5787
2 O 1.5266 0.0693 -0.7558
3 O -0.3536 0.5147 0.8816
4 N -0.4012 2.4043 -1.5013
5 N -2.1567 0.8803 -1.1985
6 N 2.2106 -1.5033 1.5018
7 N 0.0570 -2.0989 2.0689
8 C -0.8462 1.0668 -1.6054
9 C 1.0803 -2.2836 1.3559
10 H -2.1312 1.3544 -0.3472
11 H -0.5468 -0.0883 1.5289
12 H 2.4097 -0.9400 0.5944
13 H 0.4713 2.5554 -2.0255
14 H -0.7132 -2.7044 1.8608
15 H -0.7480 0.8905 -2.6475
16 H 2.1740 -0.7209 2.2031
17 H -2.9373 1.4499 -1.5158
18 H 1.1703 -3.1359 0.7113
19 H -0.3619 2.5389 -0.5313

***

Entry 9:
DFT (wB97M-V/def2-TZVPD) results for an isolated molecule of C5H4O2S in a non-equilibrium geometry.

The gap between HOMO and LUMO is 0.2561 Eh.

Cartesian coordinates (Å):
1 S -4.1553 -0.4887 0.0927
2 O -3.7194 2.0833 -0.1036
3 O -1.7643 -2.7938 -0.0974
4 C -1.7545 -1.6400 -0.0523
5 C -1.1091 -0.4043 -0.0382
6 C -1.7699 0.7770 -0.0252
7 C 0.3960 -0.5016 -0.0030
8 C -3.2411 0.9724 -0.0333
9 H 0.7408 -0.3984 1.0251
10 H 0.8397 0.2901 -0.6004
11 H 0.7273 -1.4663 -0.3818
12 H -1.2041 1.7016 -0.0204

***

Entry 10:
DFT (wB97M-V/def2-TZVPD) results for the ion C4H10NOS with charge +1 in a non-equilibrium geometry.

The gap between HOMO and LUMO is 0.3150 Eh. As for the total charge: +1.

Cartesian coordinates (Å):
1 S -0.6419 -0.9636 0.7540
2 O -1.0508 -0.9524 -2.3022
3 N 0.5006 0.7124 -1.6674
4 C -0.9998 0.0773 -1.4719
5 C -1.4173 -0.2841 2.3666
6 C 1.4814 0.1015 -0.6873
7 C 0.9035 0.1327 0.6914
8 H 1.6233 -0.2858 1.4073
9 H -1.8881 -1.0557 2.9335
10 H -0.5248 0.1507 2.8756
11 H 0.5093 1.1696 1.0011
12 H 2.4614 0.6277 -0.7033
13 H -1.9203 -1.1942 -2.4679
14 H -2.0669 0.6280 2.2283
15 H 0.5608 1.6601 -1.5220
16 H 0.7885 0.4441 -2.5244
17 H 1.6811 -0.9680 -0.9115

***

E_tot per entry: -10911.8577, -127533.1059, -134294.6737, -7130.3733, -18962.9764, -8335.7064, -9369.5321, -23125.0161, -20177.9068, -18672.7200 eV